[1]
20
Properties=species:S:1:pos:R:3 method="wB97M-V/def2-TZVPD" de_lowest_kj_mol=230.97 charge=+2 e_tot_ha=-377.9118 gap_ev=9.499 lumo_energy_ev=-9.29 homo_ev=-18.790
C -1.782 0.444 -0.749
C 0.927 -0.006 -0.522
C 3.165 0.174 0.701
C -1.407 -0.963 1.214
N 1.705 0.396 0.387
N -1.034 -0.302 -0.067
N -3.063 0.767 -0.462
N 1.032 -0.297 -1.763
H -1.329 1.010 -1.584
H 3.156 0.131 1.813
H 3.554 -0.710 0.244
H 3.753 1.019 0.448
H -2.074 -1.858 0.968
H -0.672 -1.480 1.647
H -1.814 -0.251 1.992
H 1.189 0.808 1.179
H -3.658 1.249 -1.176
H -3.552 0.368 0.221
H 1.570 0.378 -2.272
H 0.334 -0.877 -2.220

---

[2]
14
Properties=species:S:1:pos:R:3 method="wB97M-V/def2-TZVPD" de_lowest_kj_mol=39.88 charge=-1 e_tot_ha=-266.3294 gap_ev=7.459 lumo_energy_ev=4.64 homo_ev=-2.818
C -1.028 0.759 2.248
O -0.382 0.385 1.085
H -1.349 -0.063 2.954
H -0.286 1.353 2.788
H -1.962 1.356 2.092
N 1.442 0.373 -0.921
C 0.572 -0.315 -1.865
N -0.366 -1.270 -1.322
H 0.850 0.698 -0.127
H 2.087 -0.330 -0.560
H -0.011 0.534 -2.279
H 1.167 -0.703 -2.686
H 0.177 -1.964 -0.820
H -0.910 -0.814 -0.587

---

[3]
122
Properties=species:S:1:pos:R:3 method="wB97M-V/def2-TZVPD" de_lowest_kj_mol=0.00 charge=+1 e_tot_ha=-10799.7722 spin_multiplicity=5 gap_ev="8.587 / 4.932" lumo_energy_ev="-2.13 / -5.86" homo_ev="-10.721 / -10.791"
Pd 0.395 -2.517 0.343
C 0.366 0.566 6.072
C 1.034 1.036 4.803
C 0.667 2.229 4.192
C 1.298 2.686 3.038
C 0.871 3.984 2.398
C 2.316 1.912 2.474
C 2.691 0.698 3.065
C 3.772 -0.169 2.463
C 2.044 0.281 4.223
C 3.045 2.415 1.268
C 4.037 3.384 1.417
C 4.728 3.870 0.316
C 4.452 3.393 -0.959
C 3.476 2.426 -1.143
C 2.770 1.958 -0.028
Ge 1.424 0.622 -0.395
S 2.207 -1.417 -0.886
S 0.000 0.013 1.251
Ge -1.458 -0.170 -0.491
S -1.213 -2.176 -1.414
S -0.233 1.179 -1.788
C -3.309 0.257 -0.103
C -4.130 -0.789 0.345
C -5.489 -0.552 0.518
C -6.028 0.697 0.252
C -5.210 1.726 -0.185
C -3.844 1.526 -0.371
C -3.026 2.699 -0.812
C -2.950 3.027 -2.165
C -3.570 2.160 -3.241
C -2.268 4.182 -2.543
C -1.674 5.015 -1.610
C -0.961 6.278 -2.023
C -1.760 4.664 -0.265
C -2.419 3.517 0.154
C -2.458 3.159 1.621
C -3.605 -2.150 0.672
C -2.911 -2.382 1.868
C -2.698 -1.305 2.904
C -2.488 -3.679 2.156
C -2.803 -4.756 1.343
C -2.443 -6.164 1.744
C -3.520 -4.512 0.172
C -3.912 -3.229 -0.190
C -4.676 -3.005 -1.473
C 3.169 1.838 -2.482
C 2.203 2.412 -3.313
C 1.511 3.708 -2.956
C 1.898 1.783 -4.519
C 2.534 0.620 -4.920
C 2.164 -0.071 -6.208
C 3.529 0.092 -4.099
C 3.867 0.685 -2.891
C 4.984 0.118 -2.048
H -0.414 1.257 6.391
H 1.095 0.479 6.880
H -0.080 -0.422 5.934
H -0.125 2.828 4.631
H 0.023 4.412 2.932
H 0.581 3.827 1.355
H 1.679 4.718 2.402
H 4.606 0.425 2.085
H 3.383 -0.761 1.623
H 4.148 -0.882 3.195
H 2.342 -0.656 4.684
H 4.276 3.735 2.415
H 5.498 4.620 0.455
H 5.001 3.764 -1.819
H -6.123 -1.355 0.878
H -7.090 0.867 0.387
H -5.624 2.706 -0.394
H -3.949 1.219 -2.846
H -2.833 1.934 -4.015
H -4.401 2.679 -3.725
H -2.212 4.436 -3.599
H -0.825 6.324 -3.104
H 0.019 6.346 -1.547
H -1.532 7.158 -1.719
H -1.314 5.319 0.478
H -2.152 4.008 2.232
H -1.776 2.330 1.838
H -3.457 2.851 1.936
H -3.399 -0.480 2.784
H -1.682 -0.901 2.864
H -2.823 -1.727 3.902
H -1.951 -3.853 3.081
H -1.848 -6.171 2.657
H -1.879 -6.673 0.958
H -3.347 -6.746 1.929
H -3.812 -5.349 -0.460
H -4.637 -3.892 -2.104
H -4.269 -2.163 -2.034
H -5.726 -2.780 -1.274
H 1.530 3.903 -1.884
H 0.469 3.694 -3.281
H 2.007 4.545 -3.454
H 1.134 2.219 -5.157
H 1.486 0.538 -6.806
H 1.670 -1.023 -6.002
H 3.051 -0.287 -6.805
H 4.060 -0.801 -4.417
H 5.840 0.796 -2.036
H 5.315 -0.843 -2.440
H 4.680 -0.020 -1.008
O -0.699 -5.193 -0.988
H -1.652 -5.133 -0.844
H -0.585 -5.229 -1.944
O 2.457 -3.228 3.825
C 1.541 -3.037 3.097
N 0.590 -2.846 2.382
Br 4.553 -6.171 -2.271
C 3.278 -5.950 -0.904
C 2.919 -7.002 -0.083
C 1.974 -6.761 0.899
C 1.435 -5.495 1.022
N 1.789 -4.482 0.230
C 2.695 -4.709 -0.722
H 3.367 -7.979 -0.210
H 1.655 -7.551 1.566
H 0.695 -5.271 1.778
H 2.978 -3.888 -1.364

---

[4]
14
Properties=species:S:1:pos:R:3 method="wB97M-V/def2-TZVPD" de_lowest_kj_mol=654.48 e_tot_ha=-721.7134 gap_ev="4.381 / 8.890" lumo_energy_ev="-2.21 / -0.27" homo_ev="-6.594 / -9.156"
C -2.385 0.438 -0.479
C 1.351 -0.404 1.434
C -1.098 0.472 0.089
N 1.998 -0.499 -1.992
O 1.003 0.016 -1.491
O 2.978 -0.782 -1.381
S -0.431 -0.785 1.088
H -2.363 -0.032 -1.467
H -3.003 -0.113 0.126
H -2.910 1.364 -0.570
H 1.865 -1.096 2.224
H 1.448 0.533 1.902
H 2.029 -0.435 0.538
H -0.482 1.322 -0.022

---

[5]
56
Properties=species:S:1:pos:R:3 method="wB97M-V/def2-TZVPD" de_lowest_kj_mol=35.59 charge=+1 e_tot_ha=-4738.2920 gap_ev=6.926 lumo_energy_ev=-4.17 homo_ev=-11.095
Ti -0.604 -0.873 -0.001
I -1.755 -1.078 2.825
C -1.674 1.003 2.687
C -2.522 1.743 3.454
C -2.339 3.143 3.518
C -1.290 3.726 2.869
C -0.413 2.956 2.067
C 0.711 3.545 1.428
C 1.558 2.790 0.675
C 1.263 1.426 0.437
C 0.172 0.807 0.998
C -0.632 1.567 1.908
H -3.312 1.272 4.023
H -3.012 3.736 4.123
H -1.111 4.790 2.963
H 0.895 4.603 1.571
H 2.432 3.236 0.219
H 1.898 0.888 -0.261
C -2.220 2.926 -1.672
C -1.365 3.128 -2.744
C -0.447 2.143 -3.071
C -0.422 0.975 -2.331
N -1.224 0.805 -1.263
C -2.101 1.763 -0.938
C 0.483 -0.160 -2.608
C 1.204 -0.262 -3.792
C 1.977 -1.386 -4.041
C 2.030 -2.420 -3.115
C 1.323 -2.317 -1.927
C 0.550 -1.189 -1.651
H -2.958 3.659 -1.383
H -1.409 4.043 -3.319
H 0.241 2.282 -3.891
H -2.719 1.582 -0.069
H 1.152 0.514 -4.543
H 2.527 -1.463 -4.969
H 2.621 -3.303 -3.321
H 1.387 -3.124 -1.210
C -0.581 -4.298 0.610
C 0.570 -3.656 1.329
O 0.740 -2.238 1.013
C 1.938 -1.739 1.713
C 3.208 -1.970 0.935
H -0.602 -5.348 0.904
H -0.469 -4.257 -0.473
H -1.542 -3.858 0.870
H 1.510 -4.146 1.073
H 0.443 -3.710 2.413
H 1.947 -2.246 2.679
H 1.763 -0.686 1.896
H 3.428 -3.025 0.776
H 4.033 -1.547 1.510
H 3.178 -1.469 -0.031
Se -2.580 -2.047 -1.220
C -3.652 -0.979 -0.168
N -4.226 -0.258 0.529

---

[6]
81
Properties=species:S:1:pos:R:3 method="wB97M-V/def2-TZVPD" de_lowest_kj_mol=0.00 charge=+1 e_tot_ha=-1636.0433 gap_ev=5.492 lumo_energy_ev=-4.69 homo_ev=-10.186
C 6.311 -0.237 1.248
C 4.897 0.255 1.293
C 3.947 -0.252 0.401
C 2.613 0.173 0.437
C 1.673 -0.376 -0.580
C 2.246 1.156 1.370
N 0.907 1.610 1.409
C -0.181 0.782 1.510
N -1.255 1.638 1.495
C -2.597 1.210 1.504
C -2.967 0.224 2.429
C -1.971 -0.300 3.407
C -4.294 -0.226 2.439
C -5.234 0.274 1.530
C -6.642 -0.236 1.545
C -4.830 1.256 0.619
C -3.519 1.744 0.586
C -3.143 2.737 -0.467
C -0.827 2.973 1.431
C 0.501 2.959 1.382
C 3.184 1.710 2.255
C 2.815 2.724 3.289
C 4.498 1.234 2.209
H 6.923 0.250 2.013
H 6.364 -1.322 1.411
H 6.771 -0.035 0.272
H 4.244 -0.985 -0.351
H 0.679 0.076 -0.525
H 2.085 -0.197 -1.587
H 1.564 -1.465 -0.460
H -2.454 -1.055 4.046
H -1.119 -0.766 2.885
H -1.568 0.492 4.060
H -4.583 -0.982 3.171
H -7.241 0.254 0.775
H -6.678 -1.317 1.367
H -7.121 -0.049 2.514
H -5.549 1.664 -0.093
H -4.004 2.857 -1.139
H -2.919 3.732 -0.061
H -2.290 2.413 -1.078
H -1.518 3.789 1.445
H 1.200 3.764 1.316
H 3.680 2.860 3.952
H 2.585 3.712 2.867
H 1.966 2.410 3.911
H 5.222 1.653 2.908
C 5.185 -3.000 4.122
N 3.776 -3.317 3.986
C 2.773 -2.612 4.567
C 1.534 -3.255 4.304
C 0.299 -2.886 4.825
C -0.962 -3.473 4.468
C -1.326 -3.737 3.119
C -2.527 -4.368 2.816
C -3.405 -4.771 3.830
C -4.643 -5.538 3.486
C -3.099 -4.440 5.158
C -1.925 -3.774 5.470
C 1.859 -4.443 3.495
C 1.155 -5.556 3.049
C 1.833 -6.540 2.306
C 3.219 -6.479 2.106
C 3.966 -5.416 2.639
C 3.260 -4.421 3.299
H 5.786 -3.745 3.592
H 5.389 -2.002 3.708
H 5.467 -3.001 5.184
H 2.974 -1.723 5.162
H 0.315 -2.182 5.662
H -0.638 -3.444 2.319
H -2.783 -4.568 1.772
H -5.236 -5.726 4.384
H -5.261 -4.985 2.767
H -4.394 -6.505 3.031
H -3.792 -4.731 5.951
H -1.682 -3.530 6.508
H 0.098 -5.668 3.275
H 1.272 -7.377 1.886
H 3.728 -7.262 1.546
H 5.050 -5.352 2.544

---

[7]
18
Properties=species:S:1:pos:R:3 method="wB97M-V/def2-TZVPD" de_lowest_kj_mol=384.22 e_tot_ha=-487.0295 gap_ev=8.353 lumo_energy_ev=0.54 homo_ev=-7.813
C -1.059 0.420 -1.206
C -0.468 0.114 0.139
C 0.342 -2.166 0.250
C 1.892 0.961 -0.078
C 0.613 0.920 0.772
Si -2.318 0.168 0.205
H -0.807 1.388 -1.627
H -1.021 -0.349 -1.966
H 0.941 -2.191 -0.637
H -0.582 -2.707 0.223
H 0.865 -2.141 1.184
H 2.034 1.939 -0.532
H 1.830 0.226 -0.876
H 2.769 0.735 0.522
H 0.241 1.940 0.924
H 0.827 0.515 1.765
H -3.050 1.311 0.727
H -3.048 -1.084 0.211

---

[8]
23
Properties=species:S:1:pos:R:3 method="wB97M-V/def2-TZVPD" de_lowest_kj_mol=680.18 e_tot_ha=-533.7009 gap_ev=7.797 lumo_energy_ev=0.09 homo_ev=-7.710
C 3.223 -1.079 0.437
C 1.889 1.203 0.152
C 2.630 -0.031 0.017
C -0.583 -1.022 1.358
C -1.568 1.616 0.449
C -0.493 0.024 -0.933
C -0.140 -0.906 -0.073
N 3.240 -0.951 -0.998
N -1.419 0.995 -0.864
O 1.333 1.624 1.098
O 1.837 1.875 -1.023
H 3.621 -1.915 0.961
H -0.009 -1.826 1.962
H -0.516 -0.081 1.813
H -1.693 -1.214 1.402
H -0.694 2.089 0.884
H -2.410 2.534 0.463
H -2.220 0.869 0.901
H 2.499 -1.356 -1.608
H 0.140 -0.116 -1.765
H 0.529 -1.793 -0.435
H -1.481 1.571 -1.687
H 2.560 1.632 -1.598

---

[9]
30
Properties=species:S:1:pos:R:3 method="wB97M-V/def2-TZVPD" de_lowest_kj_mol=81.33 e_tot_ha=-796.1321 gap_ev=9.511 smiles="C[C@H](N)C(=O)N[C@@H](Cc1c[nH]cn1)C(=O)O" lumo_energy_ev=0.52 homo_ev=-8.989
C -2.695 -0.032 -0.115
C -1.653 -1.111 -0.087
C -3.789 -0.317 0.878
C 0.039 0.514 0.738
C 0.098 1.424 -0.520
C 1.466 0.373 1.356
C 2.562 -0.154 0.492
C 3.667 0.468 0.007
C 3.550 -1.565 -0.770
H -2.538 0.240 -2.137
H -3.659 -0.819 -1.726
H -2.310 0.948 0.176
H -4.458 0.539 0.900
H -3.347 -0.325 1.909
H -4.340 -1.245 0.653
H 0.217 -1.606 0.383
H -0.560 1.078 1.483
H 1.787 1.271 1.885
H 1.305 -0.366 2.216
H 4.169 1.380 0.256
H 3.814 -2.423 -1.406
H 5.178 -0.299 -1.250
H 0.105 3.114 -1.046
N -3.266 0.075 -1.461
N -0.460 -0.856 0.523
N 2.439 -1.412 -0.015
N 4.307 -0.451 -0.792
O -1.821 -2.168 -0.636
O -0.125 1.042 -1.658
O 0.318 2.682 -0.236